Entry 1:
Density functional theory data (ωB97M-V/def2-TZVPD) for C51H64BBr2Cl40F9N3O6PS as an isolated structure.

Geometry (Å):
C 1.880 2.051 3.423
C 2.435 1.296 2.239
C 3.770 0.927 2.227
O 4.525 1.332 3.331
C 5.292 2.445 3.090
O 6.269 2.625 3.755
C 4.921 3.400 1.999
C 5.559 3.310 0.777
C 5.259 4.177 -0.244
C 4.313 5.170 -0.075
C 3.683 5.266 1.150
C 3.988 4.403 2.173
C 4.319 0.200 1.184
B 5.859 -0.179 1.246
N 6.484 -0.697 2.452
O 6.686 -0.017 0.157
C 3.487 -0.132 0.106
C 4.066 -0.904 -1.067
N 4.268 -2.308 -0.700
C 2.154 0.239 0.091
C 1.657 0.958 1.164
S -0.029 1.466 1.094
C -0.749 0.042 0.336
C -1.993 -0.434 0.715
C -2.712 0.358 1.788
Br -1.801 0.118 3.503
C -2.958 1.888 1.375
C -4.442 2.206 1.231
Br -2.344 3.070 2.819
C -2.488 -1.602 0.093
C -3.798 -2.255 0.522
F -3.785 -3.605 0.330
F -4.023 -2.149 1.844
C -5.050 -1.773 -0.241
F -5.345 -0.545 0.188
F -4.814 -1.668 -1.558
C -6.331 -2.650 -0.059
F -7.382 -1.811 -0.072
F -6.359 -3.280 1.112
C -6.600 -3.660 -1.220
F -7.216 -3.071 -2.227
F -5.499 -4.265 -1.644
F -7.417 -4.604 -0.745
C -1.756 -2.186 -0.945
C -2.214 -3.373 -1.762
C -2.815 -2.979 -3.117
O -3.379 -3.764 -3.799
Cl -2.698 -1.302 -3.678
C -0.522 -1.660 -1.304
C 0.282 -2.266 -2.433
C 1.052 -3.443 -1.884
O 1.569 -3.518 -0.834
Cl 1.083 -4.863 -3.005
C 0.009 -0.564 -0.655
N 1.299 -0.062 -1.030
P 1.261 1.192 -2.201
O 2.018 0.789 -3.412
H 2.599 2.796 3.735
H 0.991 2.605 3.145
H 1.691 1.390 4.263
H 6.318 2.566 0.603
H 5.755 4.112 -1.200
H 4.069 5.842 -0.879
H 2.953 6.046 1.281
H 3.504 4.509 3.130
H 7.277 -1.275 2.192
H 6.895 0.069 2.982
H 6.314 0.594 -0.486
H 4.984 -0.422 -1.387
H 3.356 -0.855 -1.885
H 4.171 -2.841 -1.554
H 5.197 -2.449 -0.325
H -3.699 0.010 1.996
H -2.404 2.121 0.475
H -4.803 2.007 0.231
H -4.593 3.255 1.454
H -5.017 1.654 1.967
H -1.390 -4.019 -2.040
H -2.962 -4.011 -1.330
H 0.935 -1.534 -2.875
H -0.349 -2.652 -3.218
H -0.073 1.515 -2.479
H 1.939 2.270 -1.606
C -8.353 -3.349 -5.538
Cl -7.747 -2.837 -7.117
Cl -10.086 -3.046 -5.360
H -8.172 -4.411 -5.430
H -7.824 -2.794 -4.773
C 1.578 -0.631 -6.344
Cl 1.290 -1.979 -5.232
Cl 1.916 -1.191 -7.987
H 0.693 -0.009 -6.360
H 2.428 -0.068 -5.978
C 5.180 0.260 6.827
Cl 5.677 -0.426 5.283
Cl 3.507 -0.171 7.240
H 5.838 -0.106 7.606
H 5.246 1.337 6.750
C -4.789 2.287 -4.567
Cl -3.123 2.841 -4.789
Cl -4.901 1.041 -3.320
H -5.401 3.131 -4.275
H -5.137 1.873 -5.506
C -7.302 -8.000 -0.515
Cl -8.141 -8.694 -1.908
Cl -7.453 -9.006 0.929
H -6.251 -7.904 -0.759
H -7.729 -7.029 -0.304
C 4.550 -2.766 -4.529
Cl 6.204 -2.163 -4.694
Cl 4.456 -4.157 -3.435
H 3.931 -1.969 -4.132
H 4.188 -3.069 -5.504
C -6.270 0.231 -8.968
Cl -6.002 0.735 -7.293
Cl -4.818 -0.464 -9.688
H -7.057 -0.514 -8.976
H -6.564 1.101 -9.544
C -1.339 4.992 -2.746
Cl 0.329 5.575 -2.820
Cl -1.502 3.641 -1.614
H -1.979 5.799 -2.411
H -1.635 4.659 -3.729
C -3.707 2.327 7.152
Cl -3.925 3.991 6.589
Cl -3.301 1.233 5.820
H -2.898 2.308 7.872
H -4.629 1.995 7.615
C -6.703 -5.191 3.865
Cl -7.558 -5.938 2.508
Cl -6.830 -6.157 5.337
H -5.657 -5.095 3.601
H -7.136 -4.216 4.051
C 8.638 -1.748 -7.868
Cl 7.569 -0.351 -7.707
Cl 10.339 -1.277 -7.964
H 8.503 -2.385 -7.001
H 8.374 -2.281 -8.773
C -7.840 4.635 -6.582
Cl -7.591 5.141 -4.905
Cl -6.376 3.934 -7.281
H -8.624 3.887 -6.603
H -8.125 5.501 -7.166
C 6.364 4.069 8.699
Cl 6.838 3.342 7.157
Cl 4.711 3.631 9.154
H 7.041 3.720 9.467
H 6.433 5.146 8.587
C -4.100 -6.768 -5.776
Cl -5.562 -6.217 -6.614
Cl -2.963 -7.534 -6.892
H -3.624 -5.910 -5.331
H -4.384 -7.488 -5.020
C 9.571 4.986 5.443
Cl 10.496 5.078 6.950
Cl 9.495 6.555 4.632
H 10.050 4.274 4.781
H 8.564 4.664 5.674
C -2.460 -8.080 -2.307
Cl -2.616 -6.475 -3.044
Cl -2.190 -9.335 -3.517
H -1.620 -8.067 -1.623
H -3.377 -8.303 -1.775
C 8.539 7.383 10.046
Cl 7.355 7.407 8.730
Cl 8.561 5.846 10.916
H 9.521 7.553 9.622
H 8.285 8.169 10.746
C 0.354 7.522 2.640
Cl 0.247 5.783 2.936
Cl 1.015 7.896 1.043
H -0.643 7.940 2.699
H 0.996 7.964 3.393
C 0.641 -1.641 8.802
Cl -0.427 -0.708 7.745
Cl -0.013 -3.246 9.147
H 1.600 -1.756 8.313
H 0.756 -1.106 9.736

Net charge   0
DFT total energy   -27816.467425 hartree
Gap between HOMO and LUMO   8.450 eV

Entry 2:
Density functional theory data (ωB97M-V/def2-TZVPD) for one molecule with the formula C4H3FN2O.

Geometry (Å):
N 1.501 2.396 -0.043
C 1.939 1.124 -0.064
C 1.833 -0.318 0.018
F 2.832 -1.227 0.081
C 0.505 -0.758 -0.072
C -0.627 0.121 -0.056
N -1.716 -0.565 -0.144
O -2.770 0.288 0.133
H 0.405 -1.818 -0.197
H -0.403 1.185 0.418
H -3.500 -0.427 -0.074

Energy relative to the best compared isomer or geometry (same formula, charge and spin)   586.2 kJ/mol
Net charge   0
DFT total energy   -438.644410 hartree
Gap between HOMO and LUMO   8.350 eV

Entry 3:
Density functional theory data (ωB97M-V/def2-TZVPD) for a 3-piece molecular cluster, C20H42BIN2O5P overall.

Geometry (Å):
O -1.123 2.105 -7.207
P 0.412 2.441 -6.539
I 1.859 0.548 -7.279
C 0.246 2.109 -4.706
C -0.464 3.193 -3.785
O 0.472 3.337 -2.722
B 1.369 2.140 -2.790
O 1.569 2.066 -4.287
H -1.505 1.442 -6.623
H -0.284 1.131 -4.642
H -0.594 4.215 -4.175
H -1.378 2.842 -3.268
H 2.348 2.146 -2.102
H 0.555 1.232 -2.627
C 4.110 -3.862 0.418
C 3.460 -2.473 0.629
C 2.462 -2.528 1.796
C 1.137 -3.200 1.451
C 0.543 -2.595 0.184
C 1.519 -2.615 -0.995
N 2.834 -2.025 -0.641
O 2.691 -0.727 -0.585
C 1.697 -4.065 -1.490
C 0.882 -1.886 -2.187
C 4.618 -1.553 1.045
H 4.388 -4.018 -0.625
H 5.029 -3.966 0.998
H 3.464 -4.684 0.730
H 2.245 -1.510 2.138
H 2.919 -3.043 2.646
H 1.272 -4.281 1.334
H 0.436 -3.070 2.279
H -0.373 -3.129 -0.081
H 0.241 -1.565 0.398
H 2.441 -4.118 -2.287
H 0.756 -4.443 -1.893
H 1.987 -4.766 -0.709
H 0.590 -0.863 -1.945
H -0.025 -2.406 -2.504
H 1.564 -1.853 -3.038
H 5.352 -1.456 0.242
H 5.126 -1.966 1.919
H 4.276 -0.557 1.323
C -4.375 1.473 1.220
C -3.485 0.882 2.341
C -3.525 1.788 3.581
C -2.686 3.055 3.451
C -1.268 2.721 3.000
C -1.237 1.882 1.718
N -2.109 0.679 1.820
O -1.519 -0.200 2.587
C -1.662 2.756 0.522
C 0.220 1.509 1.400
C -4.152 -0.452 2.713
H -4.003 1.203 0.231
H -5.396 1.091 1.278
H -4.456 2.559 1.273
H -3.163 1.229 4.451
H -4.560 2.060 3.803
H -3.154 3.755 2.752
H -2.651 3.569 4.415
H -0.704 3.644 2.851
H -0.761 2.181 3.808
H -1.714 2.171 -0.397
H -0.938 3.554 0.354
H -2.619 3.258 0.660
H 0.705 0.981 2.222
H 0.813 2.405 1.217
H 0.282 0.887 0.505
H -4.134 -1.149 1.872
H -5.195 -0.283 2.988
H -3.676 -0.929 3.569

Net charge   -1
DFT total energy   -1936.832818 hartree
Gap between HOMO and LUMO (alpha / beta)   6.953 / 6.661 eV
Spin multiplicity   3
⟨S²⟩   2.01

Entry 4:
Density functional theory data (ωB97M-V/def2-TZVPD) for one molecule with the formula C5H6O.

Geometry (Å):
C -1.695 -2.460 -0.632
C -0.849 -1.601 -0.656
C 0.180 -0.560 -0.627
O 1.229 -0.703 -1.215
C -0.160 0.683 0.171
C 1.087 1.400 0.676
H -2.430 -3.233 -0.620
H -0.739 1.333 -0.501
H -0.837 0.411 0.987
H 0.821 2.335 1.177
H 1.765 1.622 -0.151
H 1.629 0.772 1.391

Energy relative to the best compared isomer or geometry (same formula, charge and spin)   165.1 kJ/mol
Net charge   0
DFT total energy   -269.283359 hartree
Gap between HOMO and LUMO   10.667 eV

Entry 5:
Density functional theory data (ωB97M-V/def2-TZVPD) for C56H53BaBr2Cl4GeN5O5Se2 as an isolated structure.

Geometry (Å):
Ba 0.360 0.587 0.555
Se 3.604 -2.812 1.622
Se 1.481 -2.949 0.664
C 1.754 -2.953 -1.244
C 2.974 -3.008 -1.887
C 2.948 -2.937 -3.273
C 1.730 -2.832 -3.928
C 0.570 -2.807 -3.171
N 0.574 -2.869 -1.837
C 3.966 -0.912 1.638
C 5.307 -0.584 1.480
C 5.682 0.748 1.560
C 4.707 1.703 1.791
C 3.396 1.272 1.923
N 3.020 -0.010 1.849
H 3.898 -3.062 -1.333
H 3.874 -2.944 -3.833
H 1.672 -2.755 -5.007
H -0.402 -2.724 -3.646
H 6.042 -1.353 1.273
H 6.718 1.035 1.429
H 4.935 2.761 1.851
H 2.614 2.007 2.077
C -2.735 0.968 -1.739
C -1.522 1.105 -2.612
C -1.639 1.632 -3.921
C -0.527 1.768 -4.694
C 0.742 1.381 -4.200
C 1.950 1.485 -4.939
Br 1.948 2.197 -6.694
C 3.126 1.079 -4.380
C 3.163 0.552 -3.084
Br 4.848 0.090 -2.361
C 2.028 0.412 -2.285
O 2.037 -0.053 -1.099
C 0.770 0.838 -2.898
N -0.358 0.715 -2.145
H -3.309 1.897 -1.733
H -2.505 0.724 -0.700
H -3.395 0.179 -2.113
H -2.614 1.930 -4.289
H -0.600 2.178 -5.693
H 4.051 1.169 -4.934
Cl -3.756 -2.618 -3.790
C -3.451 -4.308 -4.072
C -3.287 -4.700 -5.393
C -2.981 -6.010 -5.705
C -2.844 -6.932 -4.678
C -3.030 -6.533 -3.371
Cl -2.860 -7.734 -2.118
C -3.343 -5.208 -3.002
N -3.464 -4.876 -1.663
C -4.370 -3.888 -1.158
C -5.736 -4.031 -1.367
C -6.628 -3.108 -0.843
C -6.151 -2.046 -0.090
C -4.788 -1.915 0.132
C -3.880 -2.827 -0.398
C -2.399 -2.641 -0.196
C -2.051 -2.208 1.206
O -1.590 -1.089 1.456
O -2.233 -3.111 2.131
H -3.392 -3.947 -6.164
H -2.847 -6.312 -6.735
H -2.601 -7.968 -4.873
H -3.380 -5.684 -1.067
H -6.091 -4.872 -1.954
H -7.690 -3.224 -1.017
H -6.841 -1.322 0.327
H -4.418 -1.079 0.722
H -1.999 -1.904 -0.897
H -1.865 -3.567 -0.406
Cl 5.126 4.118 -1.931
C 5.379 4.896 -0.401
C 6.666 4.967 0.105
C 6.881 5.563 1.337
C 5.807 6.037 2.073
C 4.522 5.928 1.567
Cl 3.196 6.352 2.601
C 4.267 5.403 0.291
N 2.997 5.251 -0.242
C 1.991 6.199 -0.381
C 2.228 7.553 -0.135
C 1.204 8.477 -0.258
C -0.065 8.079 -0.646
C -0.290 6.742 -0.941
C 0.711 5.787 -0.827
C 0.449 4.360 -1.273
C 0.434 3.347 -0.126
O 1.536 2.898 0.293
O -0.664 2.941 0.330
H 7.482 4.564 -0.483
H 7.886 5.637 1.734
H 5.944 6.463 3.059
H 2.791 4.314 -0.542
H 3.219 7.879 0.158
H 1.409 9.520 -0.050
H -0.864 8.803 -0.742
H -1.267 6.418 -1.285
H 1.224 4.053 -1.986
H -0.504 4.311 -1.795
C 1.789 0.266 5.003
C 1.945 -1.207 5.357
C 0.607 -1.955 5.351
C 0.122 -2.257 3.930
Ge -1.790 -2.644 3.879
C -2.921 -1.120 4.383
C -4.086 -1.390 5.342
C -5.374 -1.803 4.634
C -5.295 -3.147 3.922
H 2.751 0.781 4.947
H 1.173 0.785 5.742
H 1.315 0.396 4.027
H 2.412 -1.300 6.340
H 2.623 -1.692 4.648
H -0.126 -1.352 5.902
H 0.699 -2.890 5.909
H 0.686 -3.095 3.518
H 0.315 -1.411 3.268
H -2.138 -3.938 4.625
H -3.297 -0.696 3.446
H -2.246 -0.364 4.793
H -4.284 -0.491 5.929
H -3.816 -2.163 6.071
H -5.643 -1.021 3.914
H -6.187 -1.828 5.365
H -4.542 -3.160 3.130
H -6.245 -3.393 3.443
H -5.056 -3.956 4.619

Energy relative to the best compared isomer or geometry (same formula, charge and spin)   0.0 kJ/mol
Net charge   0
DFT total energy   -16710.107339 hartree
Gap between HOMO and LUMO   7.053 eV

Entry 6:
Density functional theory data (ωB97M-V/def2-TZVPD) for C7H9Al2BBr2Cl4F4NNaO10P2 as an isolated structure.

Geometry (Å):
O 0.140 -1.819 1.169
P 0.478 -2.736 2.294
O -0.832 -2.945 3.163
O 1.628 -2.175 3.422
N 0.933 -4.157 1.765
Br 1.137 -5.156 3.346
H -0.748 -2.392 3.965
H 2.408 -1.700 3.089
Al 2.341 -1.438 5.347
O -0.667 -1.387 7.205
H -0.458 -0.794 7.935
H -1.621 -1.508 7.265
C -2.290 0.234 -0.841
C -1.012 0.361 -0.502
C -0.149 1.430 -1.083
O 1.024 1.516 -0.739
C -0.756 2.349 -2.061
C -2.043 2.220 -2.408
C -2.910 1.157 -1.827
O -4.074 1.032 -2.146
H -2.931 -0.548 -0.419
H -0.541 -0.309 0.206
H -0.104 3.116 -2.473
H -2.511 2.879 -3.127
B 2.427 2.438 -3.698
F 3.029 2.958 -4.849
F 3.379 1.776 -2.913
F 1.841 3.495 -2.945
F 1.407 1.530 -4.063
Br 0.605 -3.810 5.821
Al 0.670 0.738 1.554
O -4.246 -3.477 1.467
P -3.350 -4.681 1.473
O -2.914 -5.022 -0.095
O -4.034 -5.892 2.004
O -2.094 -4.383 2.297
Na -2.782 -1.553 -2.629
C 4.221 6.402 -5.121
Cl 5.502 6.872 -6.245
Cl 4.893 5.954 -3.560
Cl 3.041 7.707 -4.945
H 3.712 5.535 -5.526
Cl -1.750 -3.820 -0.573

Net charge   0
DFT total energy   -9822.318842 hartree
Gap between HOMO and LUMO   2.902 eV

Entry 7:
Density functional theory data (ωB97M-V/def2-TZVPD) for a 2-piece molecular cluster, C2H7S2 overall.

Geometry (Å):
S -0.381 0.768 -2.052
H -1.015 1.375 -3.071
C -0.876 -1.234 0.600
S 0.485 -0.579 1.591
C 1.173 0.794 0.604
H -0.510 -1.818 -0.247
H -1.484 -0.425 0.203
H -1.495 -1.854 1.259
H 2.076 1.078 1.147
H 1.527 0.317 -0.306
H 0.501 1.577 0.273

Energy relative to the best compared isomer or geometry (same formula, charge and spin)   46.2 kJ/mol
Net charge   -1
DFT total energy   -876.792396 hartree
Gap between HOMO and LUMO   6.242 eV